21
Properties=species:S:1:pos:R:3:forces:R:3:mulliken_charge:R:1 method="wB97M-V/def2-TZVPD" homo_energy_ev=-13.48 e_above_lowest_kcal_mol=39.2 total_charge=+1 mol_weight_g_mol=129.3
C 0.10962 0.71265 -1.30097 -1.339 -0.409 -2.002 -0.16
C 1.07256 -0.41457 -1.11460 -0.692 0.997 -1.209 -0.60
C -3.22965 0.31856 0.16471 0.286 1.012 0.327 -0.71
C 2.66954 -1.34621 0.49796 -1.655 -0.973 -3.344 -0.87
C -3.02679 -0.84370 0.74574 1.929 1.782 1.975 -0.43
N 1.63944 -0.34504 0.19426 -0.417 1.331 0.942 0.18
N 0.03406 1.55363 -0.35168 0.040 -0.338 -0.531 -0.03
Si 1.20864 1.18132 0.93111 0.282 -0.179 0.438 0.04
H -0.66678 0.84967 -2.15015 1.713 -0.728 1.156 0.36
H 0.48659 -1.25876 -1.34312 -1.617 -1.766 0.732 0.41
H 1.65024 -0.61793 -2.02576 1.213 1.097 0.160 0.45
H -0.70502 2.22445 -0.40765 -0.262 0.661 0.215 0.31
H -3.09249 1.33448 0.51374 0.239 -0.217 1.180 0.29
H -3.53542 0.43481 -0.80989 -1.086 -0.491 -2.388 0.32
H 2.77203 -1.73349 1.44473 -0.598 -0.242 2.673 0.35
H 2.29016 -2.28305 -0.10797 1.656 1.693 0.795 0.29
H 3.60523 -0.88525 0.27596 1.010 -0.525 -0.873 0.32
H -2.50292 -0.71612 1.76088 -1.194 -1.226 -1.388 0.22
H -3.12852 -1.72758 0.16160 -0.140 -0.829 0.268 0.31
H 0.28110 1.17411 2.05692 0.375 -0.193 0.567 -0.03
H 2.06839 2.38802 0.86419 0.256 -0.456 0.307 -0.03

=====

21
Properties=species:S:1:pos:R:3:forces:R:3:mulliken_spin:R:1 method="wB97M-V/def2-TZVPD" homo_energy_ev="1.39 / -5.13" spin_multiplicity=2 s_squared=0.750 e_above_lowest_kcal_mol=47.4 total_charge=-1 mol_weight_g_mol=115.2
C 2.19045 -2.05127 -0.35042 -0.535 -1.743 -1.917 0.30
C 1.56000 -0.71417 -0.04632 -1.264 1.448 1.358 0.16
C 0.41551 -0.17399 -1.04637 2.062 -1.643 -1.455 -0.78
C -0.53953 0.82033 -0.43202 -2.183 -0.105 -1.171 0.82
N -2.57719 2.21815 0.88097 2.833 -0.945 -3.199 1.23
C -2.84072 1.36206 -0.21365 -0.524 0.351 1.589 1.25
N -1.99312 0.67063 -0.85230 1.103 -0.337 -0.516 -0.54
N 1.02224 -0.55201 1.32325 2.513 -0.798 1.191 0.57
H 1.98018 -2.87995 0.30926 -0.525 0.109 0.721 -0.06
H 3.26762 -2.14742 -0.48187 0.279 0.854 0.162 0.01
H 1.80613 -2.44388 -1.31779 0.079 0.265 0.221 -0.06
H 2.39537 -0.00831 -0.00495 -0.155 0.278 -0.612 -0.12
H -0.10972 -1.04530 -1.54389 0.311 0.862 0.862 -0.11
H 1.08123 0.21599 -1.85201 -0.916 0.224 0.101 0.15
H -0.48688 0.56705 0.59725 -0.134 1.058 0.988 0.58
H -0.38060 1.87007 -0.69059 0.935 -0.068 0.513 -0.29
H -1.58742 2.34791 1.11381 -0.634 -0.148 -0.095 -0.33
H -3.14389 2.41895 1.62497 -2.282 0.350 1.753 -1.01
H -3.91268 1.27000 -0.49974 0.803 0.155 0.329 -0.44
H 1.78856 -0.87610 2.01877 -2.419 0.447 -1.204 -0.15
H 0.06445 -0.86873 1.46365 0.652 -0.615 0.381 -0.17

=====

21
Properties=species:S:1:pos:R:3:forces:R:3:mulliken_charge:R:1 method="wB97M-V/def2-TZVPD" homo_energy_ev=-8.21 e_above_lowest_kcal_mol=93.7 total_charge=0 mol_weight_g_mol=115.2
C -0.41722 -0.44998 0.64860 4.277 -1.264 0.349 -0.21
C 1.41924 -0.97574 0.62829 -3.019 -0.126 1.061 -0.46
C -0.29612 -0.49254 -1.78636 -0.433 0.025 -0.069 -1.17
C 2.27314 0.21564 0.95807 0.165 0.285 -0.294 -1.07
N -0.36270 0.25136 -0.52984 -2.618 3.474 -1.101 0.05
N -1.37529 -1.45584 0.78744 -0.613 -0.945 0.653 -0.55
C -1.68999 2.35047 -0.29896 0.719 -0.068 -0.423 -0.23
N -1.91731 1.13086 -0.54371 2.130 -0.684 -0.489 -0.50
H -0.37879 0.19011 1.53103 -0.164 0.051 -0.164 0.43
H -1.71838 -1.82908 -0.08823 0.064 0.104 0.074 0.25
H -2.15718 -1.13861 1.34951 0.076 -0.175 -0.158 0.27
H 1.37777 -1.72375 1.42107 0.250 0.026 0.073 0.35
H 1.71821 -1.48660 -0.28445 -0.305 0.185 -0.188 0.31
H -0.11136 -1.56700 -1.68289 -0.020 0.127 0.315 0.44
H 0.51628 -0.08170 -2.38763 -0.101 0.012 -0.072 0.30
H -1.23683 -0.39585 -2.33606 0.099 0.121 0.004 0.35
H -0.67904 2.74518 -0.06356 -0.420 -0.325 -0.121 0.25
H -2.47863 3.11787 -0.42275 0.078 -0.693 0.358 0.28
H 2.22113 0.95450 0.14835 -0.038 -0.057 0.211 0.27
H 1.96445 0.70071 1.88769 -0.009 -0.033 -0.059 0.28
H 3.32863 -0.06000 1.06439 -0.114 -0.040 0.041 0.36

=====

21
Properties=species:S:1:pos:R:3:forces:R:3:mulliken_charge:R:1 method="wB97M-V/def2-TZVPD" homo_energy_ev=-8.22 e_above_lowest_kcal_mol=265.7 total_charge=0 mol_weight_g_mol=115.2
C -2.52432 1.74092 -1.97271 0.240 -2.147 2.898 -0.62
C 0.25892 0.22813 -0.24276 -4.758 4.045 -4.994 -0.82
C 0.77355 -0.75370 0.58263 0.352 -2.475 6.239 1.39
C 2.08936 -1.37012 0.27678 4.570 -0.703 -1.822 -1.03
C 1.07810 0.04297 2.02564 -2.136 -3.948 -0.603 -1.22
H -2.47380 2.06300 -0.73420 -1.710 -0.131 -3.719 0.25
H -2.32439 2.59871 -2.71665 -0.285 -1.525 1.428 0.26
H -3.58018 0.99855 -2.38402 3.691 2.404 1.641 0.23
H -0.41765 1.67909 -1.66817 -1.135 -0.594 -0.796 0.23
H 0.59904 1.45581 -0.57059 0.372 -3.812 1.627 0.09
H 2.64208 -0.38099 -0.60331 -1.217 -3.612 2.556 0.24
H 3.02867 -1.35171 1.45380 -2.994 -0.421 -3.817 0.21
H 2.02607 -2.77630 -0.31031 0.291 4.705 1.782 0.27
H 2.11923 0.46461 1.88801 -1.822 0.576 0.831 0.39
H 1.13205 -0.96753 2.57368 0.536 1.829 0.008 0.38
H -0.01735 0.39430 2.37143 3.100 0.628 -0.640 0.28
H -1.00111 -1.83910 0.05467 2.546 -0.701 2.940 0.41
H -1.04783 -1.26044 1.60142 2.344 -1.984 -1.376 0.34
N -1.15048 0.92823 -1.79435 -1.008 2.314 -2.407 -0.42
N -0.91127 0.00145 -0.83827 2.200 1.191 0.792 -0.03
N -0.29869 -1.89587 1.00729 -3.178 4.359 -2.569 -0.83

=====

21
Properties=species:S:1:pos:R:3:forces:R:3:mulliken_charge:R:1 method="wB97M-V/def2-TZVPD" homo_energy_ev=-8.11 e_above_lowest_kcal_mol=188.9 total_charge=0 mol_weight_g_mol=115.2
C -2.27612 -0.37651 -0.24895 -4.085 0.096 1.782 -1.41
C -0.76018 -0.14026 -0.21716 -2.616 1.822 1.456 1.91
C -0.67843 1.38098 0.00229 -0.378 2.317 -1.625 -0.98
C 0.31110 -0.93894 -0.81941 0.660 -1.285 1.455 -1.05
C -0.13393 -1.06371 0.73656 2.980 -0.946 0.058 -0.63
H -2.87882 0.33806 -0.93148 1.253 -0.951 0.951 0.27
H -2.60512 -0.09039 0.88592 0.690 -0.151 -2.573 0.29
H -2.96604 -1.33784 -0.27012 2.525 1.036 -0.581 0.32
H -1.29842 1.86994 0.80894 0.595 -1.357 -0.051 0.22
H -1.37750 1.84404 -0.91163 2.662 -0.803 1.619 0.35
H 1.11864 2.79416 -0.20534 -1.900 -2.433 0.507 0.23
H 1.27901 1.59671 1.02888 -2.104 0.327 -2.752 0.25
H 0.05021 -1.76926 -1.40166 -0.867 -0.911 -0.941 0.54
H 1.32052 -0.09139 -2.25242 2.422 -1.093 3.801 0.33
H 2.22602 0.15065 -0.49831 -2.644 -2.133 -2.959 0.38
H -0.65847 -1.86128 1.40091 0.623 1.201 -2.048 0.31
H 0.43724 0.05418 2.45889 3.130 -2.287 -3.256 0.27
H 1.77469 -1.59491 1.70774 -2.842 4.428 -0.690 0.30
N 0.76024 1.79228 0.06682 2.081 2.613 1.395 -0.50
N 1.69501 -0.58516 -1.22175 -1.108 2.901 -1.394 -0.65
N 1.08810 -0.50313 1.36345 -1.077 -2.392 5.848 -0.75

=====

21
Properties=species:S:1:pos:R:3:forces:R:3:mulliken_charge:R:1 method="wB97M-V/def2-TZVPD" homo_energy_ev="-6.08 / -6.63" e_above_lowest_kcal_mol=95.4 total_charge=0 mol_weight_g_mol=115.2
C -0.59071 -1.59003 -0.11934 0.050 0.428 0.082 -1.78
C 0.64974 -0.72050 -0.28993 -0.837 0.091 -2.073 0.97
N 0.54384 -0.06329 -1.67510 0.414 0.067 0.394 -0.53
C 1.84724 -1.31943 0.09030 -0.082 0.510 0.113 -1.12
H 0.11568 -0.62503 -2.40882 0.385 -0.483 0.393 0.20
H 1.46951 0.21516 -1.98687 -0.057 -0.149 -0.078 0.26
H -1.49356 -1.05823 -0.42952 0.022 0.048 0.073 0.42
H -0.70077 -1.91200 0.91438 -0.040 -0.052 0.048 0.36
H -0.51637 -2.47489 -0.75280 0.061 -0.052 0.017 0.44
H 1.86717 -2.31741 0.49894 -0.076 0.027 0.389 0.27
H 2.78020 -0.77375 0.05818 0.138 -0.051 -0.288 0.32
N -1.97173 1.67993 0.04525 0.047 -0.347 -0.065 -0.42
N 0.15731 0.86166 1.95142 -0.306 -0.128 0.008 -0.63
C -0.64613 1.65799 -0.28416 0.509 0.052 1.941 -0.11
C 0.34039 0.99891 0.53495 -0.436 0.706 -0.588 -0.43
H -2.64566 1.94800 -0.65372 0.077 -0.031 0.045 0.23
H -2.30467 1.00257 0.71309 -0.062 0.083 -0.060 0.20
H 0.87764 0.22794 2.28806 0.006 -0.062 0.006 0.34
H -0.72563 0.41825 2.18065 -0.004 0.004 0.028 0.27
H -0.36970 2.40761 -1.01001 0.148 -0.481 -0.294 0.36
H 1.31622 1.43654 0.33504 0.043 -0.180 -0.091 0.37

=====

Please write out number 2 again, unchanged.
21
Properties=species:S:1:pos:R:3:forces:R:3:mulliken_spin:R:1 method="wB97M-V/def2-TZVPD" homo_energy_ev="1.39 / -5.13" spin_multiplicity=2 s_squared=0.750 e_above_lowest_kcal_mol=47.4 total_charge=-1 mol_weight_g_mol=115.2
C 2.19045 -2.05127 -0.35042 -0.535 -1.743 -1.917 0.30
C 1.56000 -0.71417 -0.04632 -1.264 1.448 1.358 0.16
C 0.41551 -0.17399 -1.04637 2.062 -1.643 -1.455 -0.78
C -0.53953 0.82033 -0.43202 -2.183 -0.105 -1.171 0.82
N -2.57719 2.21815 0.88097 2.833 -0.945 -3.199 1.23
C -2.84072 1.36206 -0.21365 -0.524 0.351 1.589 1.25
N -1.99312 0.67063 -0.85230 1.103 -0.337 -0.516 -0.54
N 1.02224 -0.55201 1.32325 2.513 -0.798 1.191 0.57
H 1.98018 -2.87995 0.30926 -0.525 0.109 0.721 -0.06
H 3.26762 -2.14742 -0.48187 0.279 0.854 0.162 0.01
H 1.80613 -2.44388 -1.31779 0.079 0.265 0.221 -0.06
H 2.39537 -0.00831 -0.00495 -0.155 0.278 -0.612 -0.12
H -0.10972 -1.04530 -1.54389 0.311 0.862 0.862 -0.11
H 1.08123 0.21599 -1.85201 -0.916 0.224 0.101 0.15
H -0.48688 0.56705 0.59725 -0.134 1.058 0.988 0.58
H -0.38060 1.87007 -0.69059 0.935 -0.068 0.513 -0.29
H -1.58742 2.34791 1.11381 -0.634 -0.148 -0.095 -0.33
H -3.14389 2.41895 1.62497 -2.282 0.350 1.753 -1.01
H -3.91268 1.27000 -0.49974 0.803 0.155 0.329 -0.44
H 1.78856 -0.87610 2.01877 -2.419 0.447 -1.204 -0.15
H 0.06445 -0.86873 1.46365 0.652 -0.615 0.381 -0.17